(1)
Molecular formula: C30H27FeIN10O5
Method: DFT, ωB97M-V/def2-TZVPD

Cartesian coordinates (Å):
Fe (0.2154, 0.3653, 0.6600)
C (2.2111, -0.5675, -3.4011)
C (3.0102, -0.8916, -2.1758)
N (4.1525, -1.5095, -2.3153)
C (4.9025, -1.7862, -1.2280)
C (4.5107, -1.5068, 0.0521)
C (5.4226, -1.8729, 1.1966)
O (5.7894, -0.7646, 2.0126)
C (3.2496, -0.8773, 0.2592)
C (2.8218, -0.5602, 1.5824)
N (1.6623, -0.0711, 1.9072)
C (1.4601, 0.3114, 3.2495)
C (1.8465, -0.4796, 4.3308)
C (1.6155, -0.0689, 5.6314)
C (0.9985, 1.1470, 5.8867)
C (0.6181, 1.9577, 4.8281)
C (0.8535, 1.5347, 3.5341)
I (0.3103, 2.7761, 1.8929)
C (2.4860, -0.5102, -0.8882)
O (1.3939, 0.1562, -0.8472)
H (2.5487, -1.1908, -4.2255)
H (2.3615, 0.4818, -3.6659)
H (1.1465, -0.7065, -3.2152)
H (5.8508, -2.2707, -1.4335)
H (6.3161, -2.3596, 0.7938)
H (4.9378, -2.5799, 1.8737)
H (6.2185, -0.1065, 1.4556)
H (3.5646, -0.6719, 2.3680)
H (2.3066, -1.4410, 4.1381)
H (1.9280, -0.6972, 6.4550)
H (0.8227, 1.4699, 6.9035)
H (0.1626, 2.9224, 5.0030)
N (-0.8581, -1.7177, 3.1154)
N (-2.1747, -1.2630, 3.3117)
C (-2.7106, -0.4764, 2.3297)
N (-4.0415, -0.2813, 2.3409)
N (-1.9086, 0.0646, 1.4404)
N (-2.3816, 0.6640, 0.3199)
O (-1.4790, 0.3871, -1.9437)
O (-3.6152, 0.7196, -0.0119)
H (-0.7740, -2.2253, 2.2295)
H (-0.5978, -2.2908, 3.9039)
H (-2.8253, -1.9350, 3.6944)
H (-4.6454, -0.7308, 3.0031)
H (-4.4031, 0.2433, 1.5523)
N (-4.2867, -1.6412, -2.1854)
C (-3.5000, -2.6809, -2.5242)
O (-3.8450, -3.5592, -3.2958)
C (-2.1443, -2.7145, -1.8730)
C (-1.0390, -3.0706, -2.6340)
C (0.2016, -3.1239, -2.0292)
C (0.3015, -2.8032, -0.6868)
N (-0.7425, -2.4509, 0.0649)
C (-1.9427, -2.4385, -0.5259)
H (-5.1717, -1.5623, -2.6583)
H (-3.9917, -0.8592, -1.6142)
H (-1.1714, -3.3118, -3.6805)
H (1.0848, -3.4084, -2.5847)
H (1.2560, -2.8503, -0.1749)
H (-2.7911, -2.2307, 0.1173)
N (-2.7882, 7.5512, -4.8151)
C (-2.5132, 6.5576, -4.3001)
C (-2.2035, 5.3289, -3.6630)
C (-1.9596, 5.2979, -2.2759)
C (-1.7041, 4.1129, -1.6459)
C (-1.6998, 2.8869, -2.3746)
C (-1.9284, 2.9360, -3.7813)
C (-2.1748, 4.1298, -4.4006)
C (-1.4988, 1.7075, -1.7101)
C (-1.2676, 0.9219, -0.5445)
H (-1.9798, 6.2241, -1.7175)
H (-1.5154, 4.0791, -0.5803)
H (-1.9081, 2.0125, -4.3443)
H (-2.3566, 4.1690, -5.4663)

Output
- multiplicity = 5
- <S²> = 6.0766
- LUMO energy (spin up / spin down) (Eh) = -0.0221 / -0.0220
- total energy (hartree) = -3644.41501
- energy relative to the best compared isomer or geometry (same formula, charge and spin) (kcal per mole) = 44.4

And the Löwdin charges, in e, turn out to be: 0.40 -0.02 -0.26 0.12 -0.11 -0.16 -0.21 -0.07 -0.08 -0.02 -0.02 -0.34 -0.04 -0.07 -0.08 -0.14 -0.55 1.17 -0.29 -0.10 0.08 0.09 0.06 0.11 0.12 0.13 0.10 0.12 0.12 0.11 0.11 0.10 0.04 -0.01 -0.42 0.19 0.07 -0.23 0.07 -0.05 0.05 0.09 0.14 0.11 0.08 0.20 -0.51 0.06 -0.12 0.02 -0.04 -0.13 0.06 -0.09 0.12 0.07 0.13 0.11 0.11 0.11 0.14 -0.21 -0.24 -0.04 -0.02 -0.16 -0.01 -0.03 -0.18 -0.28 0.12 0.09 0.12 0.12

***

(2)
Molecular formula: CHF3NO2S
Method: DFT, ωB97M-V/def2-TZVPD

Cartesian coordinates (Å):
C (1.2634, 0.2784, 0.0337)
N (-1.3938, -0.7957, -0.0792)
O (-3.9124, -0.2646, 0.2014)
O (-2.3733, 1.5969, -0.0415)
F (2.1957, -0.6909, 0.4754)
F (1.7546, 0.6085, -1.1860)
F (1.3462, 1.3974, 0.8145)
S (-2.4898, 0.1343, -0.0576)
H (0.3341, -0.2449, -0.1578)

Output
- LUMO energy (Eh) = 0.1462
- total energy (hartree) = -941.74308
- net charge = -1
- energy relative to the best compared isomer or geometry (same formula, charge and spin) (kcal per mole) = 38.2

And the Löwdin charges, in e, turn out to be: -0.39 -0.35 -0.47 -0.44 0.00 0.05 0.08 0.47 0.05

***

(3)
Molecular formula: C46H68AsGeIrN6Si5
Method: DFT, ωB97M-V/def2-TZVPD

Cartesian coordinates (Å):
Ir (-1.5898, -1.7945, -0.7180)
C (-3.8874, -0.8182, 2.8333)
C (-3.5199, -0.8894, 1.5156)
N (-2.2882, -1.3007, 1.1466)
C (-1.4121, -1.6148, 2.1544)
C (-1.8392, -1.5487, 3.4809)
N (-3.0505, -1.1562, 3.8351)
C (-0.1023, -2.0764, 1.7278)
C (1.0261, -2.3182, 2.4840)
C (2.2187, -2.7223, 1.8719)
C (2.2074, -2.9698, 0.4816)
C (1.0818, -2.7428, -0.2503)
N (-0.0307, -2.2486, 0.3751)
C (0.8588, -2.9747, -1.6791)
C (1.7228, -3.6849, -2.5043)
N (1.4578, -3.9331, -3.7801)
C (0.3018, -3.4593, -4.2530)
C (-0.5933, -2.7709, -3.4605)
N (-0.3295, -2.5297, -2.1684)
C (3.4851, -2.8633, 2.6506)
C (3.5146, -2.7548, 4.0367)
C (4.7277, -2.8436, 4.7048)
N (5.9026, -3.0293, 4.0902)
C (5.8677, -3.1466, 2.7583)
C (4.7010, -3.0704, 2.0108)
H (-4.8885, -0.4967, 3.1043)
H (-4.2041, -0.6304, 0.7195)
H (-1.1642, -1.8485, 4.2776)
H (0.9796, -2.1658, 3.5547)
H (3.0914, -3.3492, -0.0148)
H (2.6527, -4.0813, -2.1030)
H (0.0745, -3.6450, -5.2971)
H (-1.5491, -2.4261, -3.8403)
H (2.6140, -2.6288, 4.6287)
H (4.7566, -2.7621, 5.7895)
H (6.8215, -3.3052, 2.2598)
H (4.7770, -3.1664, 0.9327)
C (-2.6184, -4.9692, -1.6167)
Si (-3.3797, -3.3279, -1.2730)
C (-4.6745, -3.5017, 0.0220)
C (-4.1048, -2.5319, -2.7808)
C (-4.9730, -3.2683, -3.5987)
C (-5.5761, -2.6822, -4.7046)
C (-5.3151, -1.3524, -5.0143)
C (-4.4471, -0.6095, -4.2210)
C (-3.8370, -1.1834, -3.0976)
Si (-2.6574, -0.1331, -2.1087)
C (-1.4842, 0.6950, -3.2759)
C (-3.5381, 1.2361, -1.2082)
H (-3.4155, -5.7123, -1.7665)
H (-2.0032, -5.3076, -0.7724)
H (-1.9960, -4.9496, -2.5200)
H (-5.2931, -4.3694, -0.2465)
H (-5.3290, -2.6232, 0.0534)
H (-4.2655, -3.6818, 1.0256)
H (-5.1872, -4.3129, -3.3754)
H (-6.2489, -3.2636, -5.3274)
H (-5.7841, -0.8942, -5.8783)
H (-4.2453, 0.4283, -4.4882)
H (-2.0037, 1.5181, -3.7879)
H (-1.1092, 0.0023, -4.0400)
H (-0.6254, 1.1021, -2.7385)
H (-3.8176, 2.0043, -1.9440)
H (-2.8779, 1.6986, -0.4624)
H (-4.4587, 0.9085, -0.7059)
C (1.8916, 3.6313, 1.0346)
Si (0.1545, 4.1941, 0.9578)
C (-0.1627, 5.7152, 1.9192)
C (-0.5086, 4.1873, -0.7516)
Ge (-1.2518, 2.3220, 2.0654)
Si (-3.2700, 3.4783, 2.7990)
C (-2.7553, 4.3299, 4.3548)
C (-3.7560, 4.6388, 1.4410)
C (-4.6161, 2.2671, 3.1271)
Si (0.5038, 1.9642, 3.7660)
C (1.1304, 3.5190, 4.5226)
C (1.8680, 0.9391, 3.0425)
C (-0.5092, 1.0041, 5.0017)
H (2.4933, 4.3306, 0.4357)
H (1.9933, 2.6259, 0.6147)
H (2.2858, 3.6362, 2.0555)
H (0.5861, 6.4562, 1.6033)
H (-0.0526, 5.5559, 2.9960)
H (-1.1603, 6.1210, 1.7232)
H (-0.2305, 5.1527, -1.2020)
H (-1.5983, 4.0833, -0.8116)
H (-0.0447, 3.3762, -1.3226)
H (-2.0488, 5.1479, 4.1703)
H (-2.2989, 3.6253, 5.0613)
H (-3.6512, 4.7505, 4.8315)
H (-2.9023, 5.0416, 0.8889)
H (-4.3106, 5.4891, 1.8608)
H (-4.4097, 4.1221, 0.7277)
H (-4.3542, 1.5820, 3.9440)
H (-4.8510, 1.6796, 2.2319)
H (-5.5184, 2.8197, 3.4212)
H (1.6893, 4.1487, 3.8225)
H (1.8130, 3.2216, 5.3314)
H (0.3203, 4.1140, 4.9621)
H (2.7703, 1.5404, 2.8818)
H (1.5879, 0.4825, 2.0862)
H (2.1247, 0.1316, 3.7444)
H (-1.5940, 1.1504, 4.9135)
H (-0.2114, 1.3268, 6.0095)
H (-0.3088, -0.0697, 4.8993)
C (2.6580, 2.0805, -3.0633)
As (2.1351, 0.3453, -2.3344)
C (2.2391, -0.5833, -4.0479)
C (3.8644, -0.2190, -1.5426)
C (5.0884, -0.0601, -2.4125)
C (5.4855, -1.0729, -3.2823)
C (6.6026, -0.9187, -4.0990)
C (7.3414, 0.2570, -4.0542)
C (6.9591, 1.2720, -3.1880)
C (5.8415, 1.1123, -2.3751)
H (3.5369, 1.9689, -3.7001)
H (2.8838, 2.7933, -2.2781)
H (1.8293, 2.4622, -3.6632)
H (3.1204, -0.2510, -4.5979)
H (1.3450, -0.3511, -4.6294)
H (2.3043, -1.6635, -3.9098)
H (3.7148, -1.2628, -1.2636)
H (3.9616, 0.3536, -0.6211)
H (4.9199, -2.0020, -3.3171)
H (6.8967, -1.7196, -4.7694)
H (8.2180, 0.3760, -4.6826)
H (7.5362, 2.1902, -3.1408)
H (5.5541, 1.9075, -1.6918)

Output
- multiplicity = 5
- <S²> = 6.0350
- LUMO energy (spin up / spin down) (Eh) = -0.2115 / -0.2868
- total energy (hartree) = -7986.24676
- net charge = +2
- energy relative to the best compared isomer or geometry (same formula, charge and spin) (kcal per mole) = 6.6

Atom charges from the Löwdin analysis, given in e for atoms 1 to 99: 1.09 -0.12 -0.14 -0.09 -0.19 -0.09 0.12 -0.20 0.04 -0.10 0.05 -0.20 -0.06 -0.20 -0.06 0.12 -0.08 -0.10 -0.06 -0.17 -0.02 -0.12 0.08 -0.11 -0.01 0.12 0.09 0.12 0.11 0.11 0.13 0.13 0.11 0.10 0.12 0.12 0.10 -0.19 0.47 -0.19 -0.32 -0.08 -0.06 -0.06 -0.08 -0.32 0.44 -0.21 -0.21 0.05 0.04 0.03 0.05 0.04 0.04 0.11 0.12 0.11 0.11 0.05 0.03 -0.03 0.05 -0.02 0.03 -0.21 0.40 -0.18 -0.18 0.83 0.28 -0.20 -0.20 -0.22 0.34 -0.20 -0.20 -0.20 0.07 0.03 0.01 0.07 0.02 0.04 0.07 0.03 0.03 0.03 0.03 0.06 0.00 0.06 0.04 0.03 0.02 0.06 0.02 0.06 0.04

***

(4)
Molecular formula: C26H36MnN6SSi
Method: DFT, ωB97M-V/def2-TZVPD

Cartesian coordinates (Å):
Mn (-0.7903, 1.0046, -0.0053)
C (-3.8013, 0.1174, 3.8996)
C (-3.5436, -0.4232, 2.5036)
N (-2.4735, 0.3538, 1.8543)
C (-1.3453, 0.6509, 2.6403)
N (-0.2840, 0.9705, 1.9142)
C (0.9293, 1.3971, 2.6178)
C (0.5669, 2.0427, 3.9435)
C (-0.2342, 1.0421, 4.7560)
N (-1.3798, 0.5861, 3.9603)
C (-2.5123, 0.0059, 4.6934)
H (-4.5873, -0.4479, 4.3968)
H (-4.1185, 1.1611, 3.8436)
H (-4.4375, -0.3710, 1.8855)
H (-3.2243, -1.4666, 2.5595)
H (-2.8639, 1.2259, 1.4988)
H (1.4643, 2.1009, 1.9866)
H (1.5705, 0.5251, 2.7751)
H (-0.0415, 2.9311, 3.7603)
H (1.4651, 2.3428, 4.4788)
H (-0.6218, 1.5042, 5.6632)
H (0.3806, 0.1862, 5.0472)
H (-2.6028, 0.5315, 5.6425)
H (-2.2864, -1.0418, 4.9120)
C (-2.6350, -1.5617, -0.6702)
C (-3.2143, -2.8233, -1.3885)
N (-2.2838, -3.2284, -2.4172)
C (-0.9906, -3.5360, -1.8484)
C (-0.3882, -2.2233, -1.2493)
N (-1.3877, -1.1369, -1.3391)
C (-1.6620, -0.8871, -2.7734)
C (-2.1721, -2.2064, -3.4383)
H (-2.4097, -1.7900, 0.3719)
H (-3.3578, -0.7441, -0.7078)
H (-4.1801, -2.6039, -1.8425)
H (-3.3438, -3.6379, -0.6757)
H (-0.3417, -3.9334, -2.6287)
H (-1.1140, -4.2994, -1.0804)
H (0.4896, -1.9153, -1.8236)
H (-0.0913, -2.3656, -0.2062)
H (-0.7411, -0.5408, -3.2468)
H (-2.4106, -0.1031, -2.8692)
H (-1.4780, -2.5450, -4.2071)
H (-3.1482, -2.0570, -3.8980)
S (-2.4004, 1.8852, -1.1791)
C (-2.2391, 3.4937, -1.6265)
N (-2.1682, 4.6027, -1.9297)
C (3.0036, 0.6611, -5.2232)
C (2.9810, -0.5270, -4.5023)
C (2.4384, -0.5554, -3.2305)
C (1.8943, 0.6047, -2.6680)
C (1.8937, 1.7889, -3.4137)
C (2.4588, 1.8149, -4.6778)
Si (1.3724, 0.6850, -0.8656)
C (3.0140, 0.6453, 0.0586)
C (3.5626, 1.8318, 0.5587)
C (4.8208, 1.8293, 1.1358)
C (5.5472, 0.6495, 1.2236)
C (5.0090, -0.5352, 0.7383)
C (3.7501, -0.5393, 0.1619)
H (3.4488, 0.6842, -6.2080)
H (3.3964, -1.4297, -4.9288)
H (2.4620, -1.4814, -2.6675)
H (1.4724, 2.6961, -2.9944)
H (2.4742, 2.7392, -5.2385)
H (-0.2670, 2.4234, -0.0525)
H (3.0186, 2.7663, 0.4699)
H (5.2375, 2.7523, 1.5157)
H (6.5343, 0.6511, 1.6646)
H (5.5718, -1.4560, 0.8053)
H (3.3449, -1.4713, -0.2156)

Output
- multiplicity = 2
- <S²> = 0.9335
- LUMO energy (spin up / spin down) (Eh) = -0.3296 / -0.2914
- total energy (hartree) = -3178.87990
- net charge = +2
- energy relative to the best compared isomer or geometry (same formula, charge and spin) (kcal per mole) = 84.9

And the Löwdin charges, in e, turn out to be: 0.22 -0.13 -0.16 0.03 -0.32 -0.03 -0.19 -0.13 -0.10 0.01 -0.10 0.14 0.13 0.14 0.13 0.11 0.09 0.14 0.14 0.14 0.14 0.15 0.14 0.15 -0.16 -0.12 -0.17 -0.12 -0.15 -0.20 -0.16 -0.12 0.10 0.09 0.13 0.13 0.13 0.13 0.08 0.12 0.11 0.07 0.13 0.13 0.74 -0.70 0.13 -0.04 -0.05 -0.11 -0.33 -0.09 -0.05 1.05 -0.33 -0.12 -0.05 -0.04 -0.05 -0.10 0.12 0.12 0.09 0.11 0.12 0.05 0.11 0.12 0.12 0.12 0.10

***

Q: Among the records above, which one has the highest energy relative to the best compared isomer or geometry (same formula, charge and spin)?
A: C26H36MnN6SSi